(1)
The following is a quantum chemistry calculation of a structure of composition C13H18F7N6O8PS3 at a distorted geometry, from OMol25.

The value obtained for the frontier orbital gap is 6.33 eV. The spin multiplicity is 1. Its highest occupied orbital energy is -8.07 eV. As for the total charge: 0. The calculation puts the LUMO energy at -1.74 eV.

Cartesian coordinates (Å):
C1 -4.09 2.11 -2.27
C2 -2.60 2.16 -1.98
C3 -2.14 3.55 -1.57
N1 -1.84 1.14 -2.14
C4 -1.30 0.47 -0.94
C5 0.06 1.16 -0.60
C6 0.82 1.60 -1.83
F1 0.87 0.63 -2.83
N2 -2.16 0.66 0.22
C7 -3.30 -0.22 0.30
N3 -3.90 -0.04 1.66
C8 -5.09 0.03 1.60
S1 -6.63 0.04 1.36
C9 -3.01 -1.72 0.08
N4 -2.34 -2.40 1.16
C10 -3.08 -2.99 1.95
O1 -3.66 -3.32 2.89
N5 -2.32 -1.84 -1.24
C11 -1.09 -0.99 -1.38
P1 0.34 -1.88 -0.62
O2 0.50 -1.67 0.80
O3 0.13 -3.48 -0.90
O4 1.71 -1.49 -1.35
H1 -4.34 2.95 -2.92
H2 -4.40 1.14 -2.66
H3 -4.58 2.30 -1.31
H4 -1.27 3.86 -2.15
H5 -2.92 4.27 -1.79
H6 -1.97 3.61 -0.50
H7 0.68 0.59 0.10
H8 -0.21 2.06 -0.06
H9 1.85 1.79 -1.51
H10 0.46 2.53 -2.27
H11 -1.62 0.56 1.08
H12 -4.09 0.04 -0.40
H13 -3.99 -2.20 -0.06
H14 -2.16 -2.82 -1.51
H15 -2.98 -1.48 -1.94
H16 -0.90 -0.95 -2.46
H17 0.62 -3.73 -1.69
H18 1.62 -1.61 -2.30
C12 3.18 0.39 3.88
F2 2.45 1.36 4.44
F3 3.89 -0.19 4.86
F4 2.33 -0.54 3.41
S2 4.27 1.05 2.56
O5 5.12 1.99 3.23
O6 3.36 1.61 1.60
N6 4.92 -0.33 2.15
S3 5.97 -0.28 0.96
O7 7.21 0.37 1.24
O8 5.42 -0.04 -0.35
C13 6.38 -2.07 0.97
F5 5.30 -2.83 0.73
F6 6.88 -2.46 2.14
F7 7.28 -2.36 0.03

natural (NBO) atomic charges, in units of e:
1 C -0.70
2 C 0.56
3 C -0.74
4 N -0.67
5 C 0.30
6 C -0.49
7 C 0.05
8 F -0.39
9 N -0.64
10 C 0.10
11 N -0.48
12 C 0.22
13 S 0.12
14 C 0.10
15 N -0.57
16 C 0.90
17 O -0.42
18 N -0.52
19 C -0.45
20 P 2.32
21 O -1.05
22 O -0.98
23 O -0.92
24 H 0.24
25 H 0.22
26 H 0.25
27 H 0.25
28 H 0.23
29 H 0.26
30 H 0.28
31 H 0.24
32 H 0.22
33 H 0.17
34 H 0.42
35 H 0.19
36 H 0.21
37 H 0.46
38 H 0.44
39 H 0.28
40 H 0.50
41 H 0.50
42 C 0.71
43 F -0.32
44 F -0.32
45 F -0.32
46 S 2.25
47 O -0.93
48 O -0.97
49 N -1.21
50 S 2.25
51 O -0.93
52 O -0.95
53 C 0.71
54 F -0.33
55 F -0.32
56 F -0.32



(2)
The following is a quantum chemistry calculation of a structure of composition C13H18I2InO4PmSSi at a distorted geometry, from OMol25.

The calculation puts the relative energy (zero: lowest compared OMol25 entry of this formula, charge and spin) at 5.31 kcal/mol. The value obtained for the frontier orbital gap (spin up / spin down) is 5.33 / 5.39 eV. The spin multiplicity is 5. Its highest occupied orbital energy (spin up / spin down) is -21.71 / -21.71 eV. As for the total charge: +4. Its expectation value of S² is 6.007. The calculation puts the LUMO energy (spin up / spin down) at -16.38 / -16.32 eV.

Cartesian coordinates (Å):
I1 0.67 2.36 2.91
I2 -1.97 2.77 2.23
In1 -1.71 0.61 -0.86
Pm1 1.54 0.17 0.37
S1 0.42 2.13 -1.11
C1 1.45 -1.08 -1.75
C2 2.59 -2.17 0.20
C3 0.37 2.72 -2.88
C4 -0.78 3.72 -2.94
C5 0.16 1.55 -3.84
C6 1.70 3.39 -3.16
C7 -3.40 -1.51 -0.11
C8 -2.51 -0.45 -2.96
O1 3.01 -3.24 0.08
O2 1.37 -1.66 -2.74
O3 -3.75 -2.49 0.36
O4 -2.79 -1.35 -3.60
H1 -0.82 4.18 -3.93
H2 -0.61 4.51 -2.20
H3 -1.75 3.25 -2.74
H4 0.09 1.97 -4.87
H5 -0.78 1.00 -3.66
H6 1.01 0.86 -3.82
H7 1.72 3.84 -4.17
H8 2.53 2.68 -3.10
H9 1.88 4.19 -2.45
C9 -0.66 -3.77 3.00
Si1 0.02 -2.05 3.18
C10 -0.89 -1.06 4.48
C11 1.85 -2.08 3.64
C12 -0.22 -1.16 1.56
C13 -0.69 -0.63 0.54
H10 -0.70 -4.28 3.97
H11 -0.05 -4.36 2.32
H12 -1.67 -3.72 2.58
H13 -0.86 -1.59 5.44
H14 -0.44 -0.07 4.59
H15 -1.94 -0.91 4.18
H16 2.47 -2.49 2.83
H17 2.21 -1.07 3.88
H18 1.96 -2.71 4.54

natural (NBO) atomic charges, in units of e:
1 I 0.17
2 I 0.28
3 In 1.39
4 Pm 1.67
5 S -0.25
6 C 0.45
7 C 0.45
8 C -0.04
9 C -0.64
10 C -0.63
11 C -0.65
12 C 0.53
13 C 0.54
14 O -0.24
15 O -0.27
16 O -0.31
17 O -0.25
18 H 0.29
19 H 0.25
20 H 0.20
21 H 0.30
22 H 0.17
23 H 0.22
24 H 0.30
25 H 0.22
26 H 0.25
27 C -1.08
28 Si 1.54
29 C -1.08
30 C -1.11
31 C -0.35
32 C -0.76
33 H 0.31
34 H 0.26
35 H 0.26
36 H 0.31
37 H 0.24
38 H 0.26
39 H 0.23
40 H 0.24
41 H 0.33



(3)
The following is a quantum chemistry calculation of a cluster of 2 separate species, C13H18I2N2O3PS2 in total at a distorted geometry, from OMol25.

The value obtained for the frontier orbital gap is 6.67 eV. The spin multiplicity is 1. Its highest occupied orbital energy is -11.89 eV. As for the total charge: +1. The calculation puts the LUMO energy at -5.22 eV.

Cartesian coordinates (Å):
C1 -2.84 -2.38 -3.22
C2 -2.02 -3.44 -3.08
C3 -0.45 -3.38 -3.21
C4 0.04 -1.98 -2.77
C5 0.23 -1.58 -1.40
N1 0.65 -0.40 -0.93
I1 0.88 -0.08 1.11
N2 0.91 0.60 -1.75
C6 0.74 0.34 -3.04
C7 1.03 1.57 -3.97
C8 2.35 1.40 -4.80
O1 2.32 1.67 -5.95
I2 4.22 0.74 -3.95
C9 0.34 -0.89 -3.73
P1 0.18 -1.11 -5.57
S1 -1.63 -0.85 -6.23
H1 -2.58 -1.45 -3.75
H2 -3.84 -2.46 -2.73
H3 -2.48 -4.41 -2.83
H4 -0.05 -4.16 -2.52
H5 -0.19 -3.63 -4.26
H6 0.00 -2.35 -0.63
H7 0.13 1.76 -4.61
H8 1.18 2.49 -3.35
H9 0.55 -2.47 -5.82
H10 1.07 -0.31 -6.32
C10 -1.18 1.19 6.18
C11 -0.35 1.98 7.20
C12 1.08 2.04 6.68
S2 0.97 1.94 4.89
O2 1.58 0.70 4.46
O3 1.34 3.21 4.32
C13 -0.80 1.76 4.82
H11 -2.25 1.29 6.37
H12 -0.93 0.13 6.24
H13 -0.75 3.00 7.29
H14 -0.40 1.53 8.19
H15 1.58 2.97 6.96
H16 1.67 1.19 7.03
H17 -1.08 1.10 3.99
H18 -1.23 2.75 4.67

natural (NBO) atomic charges, in units of e:
1 C -0.38
2 C -0.20
3 C -0.50
4 C 0.09
5 C 0.06
6 N -0.23
7 I 0.55
8 N -0.19
9 C 0.23
10 C -0.57
11 C 0.45
12 O -0.49
13 I 0.11
14 C -0.29
15 P 0.80
16 S -0.50
17 H 0.22
18 H 0.23
19 H 0.23
20 H 0.26
21 H 0.25
22 H 0.25
23 H 0.28
24 H 0.29
25 H 0.01
26 H 0.05
27 C -0.41
28 C -0.40
29 C -0.68
30 S 2.16
31 O -0.97
32 O -0.93
33 C -0.67
34 H 0.23
35 H 0.22
36 H 0.22
37 H 0.24
38 H 0.26
39 H 0.25
40 H 0.24
41 H 0.25



(4)
The following is a quantum chemistry calculation of a cluster of 2 separate species, C13H18N2O2 in total at a distorted geometry, from OMol25.

The calculation puts the relative energy (zero: lowest compared OMol25 entry of this formula, charge and spin) at 40.39 kcal/mol. The value obtained for the frontier orbital gap is 6.98 eV. The spin multiplicity is 1. Its highest occupied orbital energy is -7.29 eV. As for the total charge: 0. The calculation puts the LUMO energy at -0.31 eV.

Cartesian coordinates (Å):
C1 2.75 -3.22 0.22
C2 2.08 -1.95 -0.23
N1 0.79 -1.75 0.15
C3 -0.27 -2.17 -0.57
C4 -1.11 -3.18 0.16
O1 -0.60 -1.73 -1.69
O2 2.76 -1.11 -0.86
H1 2.01 -4.02 0.38
H2 3.50 -3.52 -0.52
H3 3.26 -3.01 1.17
H4 -0.52 -4.08 0.36
H5 -1.42 -2.76 1.13
H6 -1.99 -3.43 -0.44
C5 1.12 0.77 -2.62
N2 0.19 1.16 -1.55
C6 -0.94 2.01 -1.93
C7 0.41 0.83 -0.30
C8 -0.38 1.33 0.81
C9 -1.77 1.13 0.87
C10 -2.53 1.76 1.85
C11 -1.90 2.57 2.81
C12 -0.50 2.69 2.82
C13 0.26 2.05 1.84
H7 0.63 0.95 -3.57
H8 2.02 1.40 -2.55
H9 1.42 -0.28 -2.50
H10 -0.74 2.30 -2.97
H11 -1.90 1.48 -1.87
H12 -0.98 2.91 -1.31
H13 1.35 0.29 -0.12
H14 -2.25 0.49 0.13
H15 -3.60 1.62 1.88
H16 -2.49 3.05 3.60
H17 -0.02 3.28 3.60
H18 1.36 2.14 1.82

natural (NBO) atomic charges, in units of e:
1 C -0.70
2 C 0.70
3 N -0.80
4 C 0.68
5 C -0.70
6 O -0.69
7 O -0.69
8 H 0.21
9 H 0.22
10 H 0.23
11 H 0.22
12 H 0.23
13 H 0.21
14 C -0.42
15 N -0.27
16 C -0.42
17 C 0.28
18 C -0.16
19 C -0.12
20 C -0.23
21 C -0.19
22 C -0.21
23 C -0.16
24 H 0.20
25 H 0.21
26 H 0.29
27 H 0.22
28 H 0.23
29 H 0.22
30 H 0.29
31 H 0.22
32 H 0.22
33 H 0.22
34 H 0.22
35 H 0.23



(5)
The following is a quantum chemistry calculation of an isolated molecule of C13H18N2O5 at a distorted geometry, from OMol25.

The structure (SMILES) is C[C@@H](O)[C@H](NC(=O)[C@@H](N)Cc1ccc(O)cc1)C(=O)O. The calculation puts the relative energy (zero: lowest compared OMol25 entry of this formula, charge and spin) at 105.94 kcal/mol. The value obtained for the frontier orbital gap is 9.02 eV. The spin multiplicity is 1. Its highest occupied orbital energy is -8.55 eV. As for the total charge: 0. The calculation puts the LUMO energy at 0.48 eV.

Cartesian coordinates (Å):
C1 -2.19 -2.88 0.59
C2 -2.63 -1.55 -0.10
O1 -3.59 -0.99 0.89
C3 -1.56 -0.64 -0.55
N1 -2.04 0.60 -1.01
C4 -1.52 1.83 -0.87
O2 -1.43 2.67 -1.82
C5 -0.83 2.23 0.46
N2 -1.27 1.65 1.68
C6 0.72 2.39 0.16
C7 1.63 1.17 0.13
C8 2.81 1.20 -0.75
C9 3.61 0.16 -0.98
C10 3.66 -0.81 0.07
O3 4.70 -1.63 0.08
C11 2.56 -0.84 1.03
C12 1.48 0.06 0.96
C13 -0.51 -1.30 -1.40
O4 -0.72 -2.22 -2.11
O5 0.53 -0.45 -1.69
H1 -1.86 -2.87 1.70
H2 -3.19 -3.40 0.49
H3 -1.49 -3.56 0.04
H4 -3.17 -1.99 -0.96
H5 -3.65 -0.08 0.54
H6 -0.74 -0.52 0.24
H7 -2.50 0.56 -1.95
H8 -1.05 3.38 0.43
H9 -1.25 2.38 2.46
H10 -2.24 1.20 1.68
H11 0.87 2.87 -0.75
H12 1.21 2.81 1.11
H13 2.91 2.04 -1.42
H14 4.23 0.20 -1.82
H15 4.67 -2.26 0.91
H16 2.45 -1.53 1.80
H17 0.55 0.05 1.56
H18 0.85 0.05 -0.83

natural (NBO) atomic charges, in units of e:
1 C -0.64
2 C 0.08
3 O -0.71
4 C -0.22
5 N -0.63
6 C 0.68
7 O -0.62
8 C -0.14
9 N -0.87
10 C -0.41
11 C -0.14
12 C -0.15
13 C -0.25
14 C 0.35
15 O -0.65
16 C -0.31
17 C -0.24
18 C 0.78
19 O -0.54
20 O -0.73
21 H 0.22
22 H 0.23
23 H 0.24
24 H 0.19
25 H 0.46
26 H 0.24
27 H 0.42
28 H 0.22
29 H 0.38
30 H 0.39
31 H 0.25
32 H 0.23
33 H 0.21
34 H 0.23
35 H 0.49
36 H 0.22
37 H 0.26
38 H 0.51



(6)
The following is a quantum chemistry calculation of an isolated molecule of C13H18N2O7 at a distorted geometry, from OMol25.

The structure (SMILES) is CCOc1ccc(N[C@@H]2OC[C@@H](O)[C@H](O)[C@@H]2O)c([N+](=O)[O-])c1. The calculation puts the relative energy (zero: lowest compared OMol25 entry of this formula, charge and spin) at 120.09 kcal/mol. The value obtained for the frontier orbital gap is 7.29 eV. The spin multiplicity is 1. Its highest occupied orbital energy is -7.96 eV. As for the total charge: 0. The calculation puts the LUMO energy at -0.68 eV.

Cartesian coordinates (Å):
C1 4.90 -0.39 2.97
C2 4.33 -1.73 2.50
O1 3.93 -1.70 1.15
C3 2.79 -1.05 0.79
C4 1.84 -0.51 1.67
C5 0.71 0.11 1.20
C6 0.45 0.24 -0.17
N1 -0.65 0.88 -0.63
C7 -1.72 1.44 0.15
O2 -2.28 0.49 1.03
C8 -3.31 -0.32 0.49
C9 -3.19 -0.52 -1.03
O3 -4.10 -1.48 -1.50
C10 -3.34 0.84 -1.73
O4 -2.79 0.89 -3.01
C11 -2.76 1.99 -0.84
O5 -2.20 2.99 -1.64
C12 1.39 -0.35 -1.06
N2 1.20 -0.38 -2.46
O6 2.07 -0.84 -3.16
O7 0.14 0.05 -2.93
C13 2.54 -0.97 -0.57
H1 5.74 -0.10 2.34
H2 5.25 -0.48 4.00
H3 4.15 0.39 2.93
H4 3.51 -2.05 3.15
H5 5.11 -2.49 2.53
H6 1.98 -0.58 2.74
H7 -0.01 0.51 1.90
H8 -0.67 1.05 -1.63
H9 -1.35 2.25 0.79
H10 -3.23 -1.29 1.00
H11 -4.29 0.12 0.72
H12 -2.20 -0.95 -1.26
H13 -5.00 -1.15 -1.39
H14 -4.41 1.04 -1.88
H15 -1.97 0.37 -3.07
H16 -3.57 2.44 -0.24
H17 -2.24 2.66 -2.56
H18 3.24 -1.40 -1.27

natural (NBO) atomic charges, in units of e:
1 C -0.64
2 C -0.06
3 O -0.51
4 C 0.33
5 C -0.25
6 C -0.25
7 C 0.20
8 N -0.63
9 C 0.23
10 O -0.53
11 C -0.09
12 C 0.04
13 O -0.69
14 C 0.05
15 O -0.72
16 C 0.05
17 O -0.71
18 C 0.01
19 N 0.52
20 O -0.36
21 O -0.47
22 C -0.24
23 H 0.22
24 H 0.22
25 H 0.21
26 H 0.17
27 H 0.20
28 H 0.22
29 H 0.23
30 H 0.43
31 H 0.19
32 H 0.21
33 H 0.16
34 H 0.20
35 H 0.46
36 H 0.18
37 H 0.50
38 H 0.18
39 H 0.50
40 H 0.26



Taking the records one at a time from the top gives electronic energy values of -99906.706; -78558.415; -70045.607; -20846.342; -26987.631; -31082.168 eV.